The following is a DFT calculation (the ωB97M-V functional and the def2-TZVPD basis) of a structure of composition C39H73BN8O8S at a distorted geometry.

```
130
Properties=species:S:1:pos:R:3:lowdin_charge:R:1
C 3.45588 5.30084 4.29779 -0.0228
C 2.64881 4.27250 3.50697 -0.3537
C 1.66452 4.81693 2.45396 -0.0178
N 2.77056 3.01524 3.74639 0.1041
C 3.11821 2.23120 2.58208 -0.2271
C 4.39467 2.30581 2.18034 0.0423
C 4.78220 1.53625 1.04042 -0.3748
N 6.02083 1.53263 0.55265 -0.1936
S 5.87948 0.52134 -0.72546 1.0238
N 4.33648 0.12199 -0.67767 -0.2271
C 3.77289 0.75564 0.36800 -0.2976
C 2.39482 0.69564 0.78678 0.0255
B 1.34381 -0.16674 -0.05314 -0.4989
O 0.17243 -0.64826 0.56869 0.0842
N 1.55187 -0.53487 -1.44102 -0.0482
C 0.24241 -0.96843 -2.00280 -0.0975
C 1.99007 0.61749 -2.27856 -0.0933
C 2.08605 1.43549 1.90881 -0.0971
C 0.68443 1.50152 2.49780 -0.1314
C 0.34658 0.32338 3.43835 -0.1483
C 1.48045 -0.04339 4.42855 -0.2042
N 1.82004 -1.47094 4.24897 -0.0683
C 2.66212 -1.97141 5.33422 -0.1671
C 4.13852 -2.05680 4.93026 -0.1434
C 4.54224 -1.86102 3.61923 -0.0288
C 5.88791 -1.91910 3.31420 -0.0945
C 6.83004 -2.19503 4.29054 -0.0973
C 6.42586 -2.39108 5.59612 -0.0350
C 5.07507 -2.33303 5.90658 -0.2854
O 4.65683 -2.52727 7.21137 0.0358
H 4.45142 5.33385 3.83500 0.0880
H 3.51160 5.04739 5.36104 0.0853
H 2.98949 6.28090 4.13533 0.0649
H 1.91120 4.47735 1.43892 0.0890
H 0.63198 4.54928 2.70803 0.0815
H 1.72282 5.91286 2.48490 0.0669
H 5.15621 2.91485 2.66372 0.1287
H -0.48064 0.06358 0.54595 0.0930
H 0.31129 -1.08899 -3.09570 0.0868
H -0.07110 -1.94250 -1.61484 0.0886
H -0.55429 -0.22506 -1.83322 0.0860
H 2.24366 1.52146 -1.71212 0.0810
H 1.25675 0.86521 -3.05656 0.0818
H 2.90531 0.32222 -2.81740 0.0734
H 0.60510 2.41739 3.09722 0.0907
H -0.06534 1.60732 1.70294 0.1127
H -0.52945 0.62381 4.03910 0.1107
H 0.04194 -0.58552 2.90999 0.0960
H 1.13352 0.08377 5.47453 0.1133
H 2.36673 0.59425 4.32374 0.1016
H 0.92931 -1.94869 4.36429 0.1055
H 2.34479 -2.96862 5.67746 0.1313
H 2.62651 -1.32103 6.23068 0.1179
H 3.80023 -1.64858 2.85083 0.1091
H 6.25552 -1.77564 2.29836 0.0988
H 7.89402 -2.25080 4.06741 0.1040
H 7.13793 -2.58292 6.40060 0.1156
H 5.34311 -2.15179 7.77651 0.1045
C 6.86377 -0.84598 -4.12991 -0.1190
O 7.96002 -0.36696 -3.37012 -0.2229
C 8.45079 -1.31750 -2.43202 -0.2419
C 9.84127 -1.78261 -2.82309 -0.2109
N 9.79891 -2.61061 -4.02430 -0.0515
C 11.11563 -2.89284 -4.59489 -0.1999
C 11.91843 -1.71379 -5.14259 -0.2290
O 11.34691 -1.10522 -6.28737 -0.1784
C 10.38270 -0.10208 -6.01828 -0.0992
H 6.47642 -0.01313 -4.71590 0.0901
H 7.17621 -1.63526 -4.82169 0.0800
H 6.06566 -1.22020 -3.48170 0.0789
H 7.76768 -2.16263 -2.30780 0.1256
H 8.51802 -0.80258 -1.46897 0.0962
H 10.27156 -2.36187 -2.00144 0.1237
H 10.45745 -0.88703 -2.97568 0.1057
H 9.24251 -2.14161 -4.72667 0.0669
H 10.95222 -3.59293 -5.41848 0.1178
H 11.71710 -3.41938 -3.84746 0.1169
H 12.88377 -2.10974 -5.47102 0.1197
H 12.14443 -0.96433 -4.37534 0.1099
H 10.59378 0.43507 -5.09059 0.0891
H 9.37688 -0.52823 -5.98447 0.0707
H 10.40559 0.61090 -6.84342 0.0873
C -5.72987 -0.05487 -4.91905 -0.1169
O -6.60485 0.15643 -3.82662 -0.1952
C -6.97326 -1.04315 -3.15042 -0.2072
C -6.38710 -1.07378 -1.75276 -0.2128
N -4.93593 -1.24298 -1.79411 -0.0468
C -4.29048 -1.03706 -0.49970 -0.1948
C -4.36512 0.36215 0.10965 -0.2215
O -3.65001 1.34997 -0.61562 -0.1865
C -4.37252 1.95851 -1.67357 -0.0938
H -5.61922 0.89287 -5.44492 0.0875
H -4.73961 -0.37531 -4.57777 0.0784
H -6.13599 -0.79568 -5.61366 0.0871
H -6.69321 -1.93449 -3.71964 0.1217
H -8.06426 -1.03337 -3.06496 0.1193
H -6.83117 -1.90377 -1.19460 0.1229
H -6.66508 -0.13908 -1.25909 0.0835
H -4.54661 -0.58259 -2.45369 0.0667
H -3.23349 -1.28413 -0.63793 0.1125
H -4.69265 -1.76253 0.21439 0.1183
H -3.88082 0.30989 1.09009 0.1180
H -5.39549 0.68612 0.29834 0.1065
H -5.44236 2.01839 -1.46051 0.0899
H -4.20628 1.42713 -2.61379 0.0716
H -3.98724 2.97131 -1.80010 0.0873
C -13.47194 0.52663 -1.14600 -0.1148
O -13.09218 1.05280 0.11294 -0.1962
C -13.20704 0.11774 1.18073 -0.2160
C -11.83796 -0.25019 1.72138 -0.2133
N -11.09340 -1.05519 0.75805 -0.0501
C -9.68582 -1.24251 1.10638 -0.1958
C -8.79082 -0.00455 1.12951 -0.2206
O -8.59061 0.58879 -0.14219 -0.2106
C -9.58413 1.52314 -0.53365 -0.0831
H -13.47855 1.34802 -1.86130 0.0885
H -12.75567 -0.22529 -1.49390 0.0786
H -14.47321 0.08888 -1.10572 0.0877
H -13.76936 -0.77226 0.88466 0.1221
H -13.76938 0.61564 1.97635 0.1210
H -11.95743 -0.81751 2.64849 0.1233
H -11.31297 0.68550 1.95344 0.1052
H -11.13953 -0.60825 -0.14815 0.0672
H -9.27376 -1.93526 0.36715 0.1144
H -9.62731 -1.74488 2.07676 0.1192
H -7.80022 -0.33294 1.46066 0.1163
H -9.12072 0.74273 1.85990 0.1123
H -10.01127 2.05384 0.32018 0.0907
H -10.37510 1.03202 -1.10544 0.0729
H -9.11246 2.25182 -1.19418 0.0905
```

Summary:
Strongest force on any atom, eV/A: 2.8
HOMO, eV: -8.30
Kohn-Sham gap, eV: 8.02